# 1
{
  "formula": "C26H34Br2KN6PS",
  "method": "wB97M-V/def2-TZVPD",
  "homo_lumo_gap_ev": 6.734,
  "de_lowest_kcal_mol": 2.61,
  "lumo_ev": -0.01,
  "homo_energy_ev": -6.745,
  "total_energy_ha": -7827.23634,
  "species": ["K", "C", "C", "N", "C", "S", "N", "N", "C", "C", "C", "C", "C", "C", "C", "N", "H", "H", "H", "H", "H", "H", "H", "H", "H", "H", "H", "H", "H", "Br", "C", "C", "C", "N", "C", "C", "C", "C", "C", "Br", "C", "C", "N", "H", "H", "H", "H", "H", "H", "C", "C", "P", "C", "C", "C", "C", "H", "H", "H", "H", "H", "H", "H", "H", "H", "H", "H", "H", "H", "H", "H"],
  "positions_angstrom": [[-0.0411, -0.4383, -0.2576], [3.6889, 0.2082, 5.0974], [4.0195, -0.8938, 4.0970], [2.8370, -1.5467, 3.5636], [2.0941, -1.0720, 2.5221], [0.5996, -1.8812, 2.2345], [2.6370, -0.0009, 1.9400], [2.1306, 0.4098, 0.7592], [2.5449, 1.5727, 0.3638], [3.4420, 2.4421, 1.1979], [2.1766, 2.0114, -1.0034], [2.6627, 3.2139, -1.5268], [2.3325, 3.5897, -2.8162], [1.5286, 2.7604, -3.5822], [1.0926, 1.5849, -2.9953], [1.3897, 1.2157, -1.7528], [4.5984, 0.6968, 5.4552], [3.1552, -0.1935, 5.9617], [3.0547, 0.9573, 4.6210], [4.6435, -1.6596, 4.5618], [4.5713, -0.4766, 3.2598], [2.3429, -2.1985, 4.1498], [3.3830, 2.1223, 2.2328], [3.1573, 3.4939, 1.1299], [4.4860, 2.3534, 0.8790], [3.3051, 3.8449, -0.9290], [2.7082, 4.5204, -3.2231], [1.2546, 3.0076, -4.5987], [0.4641, 0.8979, -3.5574], [-5.1464, -5.7267, -0.4915], [-3.8431, -4.3627, -0.4810], [-4.2266, -3.0428, -0.3512], [-3.2187, -2.0927, -0.3759], [-1.9267, -2.3822, -0.5035], [-1.5710, -3.6657, -0.5948], [-2.5078, -4.6943, -0.6043], [-0.0998, -3.9478, -0.6460], [0.4041, -5.1698, -0.2216], [1.7749, -5.3419, -0.2234], [2.5073, -6.9821, 0.3547], [2.6057, -4.3176, -0.6248], [2.0003, -3.1350, -1.0193], [0.6858, -2.9499, -1.0471], [-5.2639, -2.7611, -0.2401], [-3.4645, -1.0390, -0.2904], [-2.2119, -5.7270, -0.7167], [-0.2408, -5.9566, 0.1417], [3.6804, -4.4197, -0.6077], [2.6110, -2.2864, -1.3136], [-4.9057, 1.5240, 0.1122], [-3.7769, 2.5518, 0.0363], [-2.1851, 1.8856, -0.6263], [-2.5366, 1.8802, -2.4479], [-2.9367, 0.5042, -2.9895], [-1.1618, 3.4190, -0.5062], [-0.5921, 3.6330, 0.8988], [-5.8165, 1.9714, 0.5135], [-4.6328, 0.6919, 0.7640], [-5.1482, 1.1193, -0.8732], [-3.5644, 2.9367, 1.0366], [-4.0719, 3.4053, -0.5798], [-1.6211, 2.2153, -2.9404], [-3.3052, 2.6243, -2.6727], [-2.1590, -0.2392, -2.7961], [-3.1065, 0.5384, -4.0675], [-3.8539, 0.1367, -2.5252], [-1.7605, 4.2782, -0.8222], [-0.3443, 3.3149, -1.2247], [-1.3828, 3.7265, 1.6462], [0.0082, 4.5440, 0.9412], [0.0461, 2.7975, 1.1949]]
}

---

# 2
{
  "formula": "C6H11N",
  "method": "wB97M-V/def2-TZVPD",
  "homo_lumo_gap_ev": 8.832,
  "de_lowest_kcal_mol": 84.56,
  "lumo_ev": 1.09,
  "homo_energy_ev": -7.747,
  "total_energy_ha": -289.83692,
  "smiles": "C=CNC/C=C/C",
  "species": ["C", "C", "N", "C", "C", "C", "C", "H", "H", "H", "H", "H", "H", "H", "H", "H", "H", "H"],
  "positions_angstrom": [[-0.3207, -2.0317, 1.8387], [-1.1735, -1.0620, 1.6426], [-0.7613, 0.2566, 1.6369], [-0.8809, 1.3093, 0.6586], [-0.1735, 1.2211, -0.6853], [0.5277, 0.0784, -1.1279], [1.3080, 0.0493, -2.3838], [0.5102, -1.7412, 2.5046], [-0.3104, -3.0022, 1.3858], [-2.0289, -1.3127, 1.0502], [0.1584, 0.3967, 2.1159], [-1.8962, 1.5832, 0.4538], [-0.5369, 2.2444, 1.0520], [-0.0158, 2.1940, -1.1960], [1.0129, -0.6430, -0.5597], [1.9020, -0.8234, -2.6890], [0.6026, 0.3554, -3.2656], [2.0764, 0.9277, -2.4317]]
}

---

# 3
{
  "formula": "C25H46BCeNP2",
  "method": "wB97M-V/def2-TZVPD",
  "homo_lumo_gap_ev": [5.991, 6.018],
  "de_lowest_kcal_mol": 0.00,
  "spin_multiplicity": 2,
  "total_charge": 1,
  "lumo_ev": [-3.54, -3.51],
  "homo_energy_ev": [-9.529, -9.529],
  "s_squared": 0.751,
  "total_energy_ha": -2217.34418,
  "species": ["Ce", "C", "C", "C", "C", "C", "C", "H", "H", "H", "C", "H", "H", "H", "C", "H", "H", "H", "C", "H", "H", "H", "C", "H", "H", "H", "C", "C", "C", "C", "C", "C", "C", "C", "H", "H", "H", "H", "H", "H", "H", "H", "H", "H", "H", "H", "P", "P", "C", "C", "H", "H", "H", "H", "C", "H", "H", "H", "C", "H", "H", "H", "C", "H", "H", "H", "C", "H", "H", "H", "B", "C", "N", "H", "H", "H"],
  "positions_angstrom": [[2.2248, -1.6836, 0.8954], [2.1804, -3.6669, 2.5121], [0.9748, -3.8594, 1.7604], [2.7634, -3.9380, 0.2690], [3.2910, -3.7467, 1.6021], [1.3322, -4.0039, 0.3794], [2.2821, -3.6510, 4.0060], [1.3148, -3.4525, 4.4745], [2.9793, -2.8867, 4.3682], [2.6271, -4.6226, 4.3918], [4.7169, -3.4701, 1.9304], [4.8851, -3.5234, 3.0098], [5.0611, -2.4664, 1.6153], [5.3516, -4.2070, 1.4273], [3.5256, -3.6824, -0.9868], [4.2546, -4.4868, -1.1390], [4.1011, -2.7301, -0.9707], [2.8704, -3.6285, -1.8655], [0.4032, -4.3201, -0.7440], [0.4451, -5.3897, -0.9837], [0.6618, -3.7758, -1.6557], [-0.6343, -4.0849, -0.5096], [-0.3374, -4.2647, 2.3486], [-0.4304, -5.3633, 2.3776], [-1.1844, -3.8898, 1.7677], [-0.4578, -3.9166, 3.3772], [0.4927, 0.9132, 2.3855], [0.0467, -0.0917, 3.1695], [-1.2767, -0.7775, 3.0912], [-2.0182, -0.7824, 1.7402], [-1.2725, -1.2828, 0.5524], [-0.4670, -0.5486, -0.2315], [-0.2580, 0.9379, -0.1309], [-0.2493, 1.6028, 1.2717], [-1.9687, -0.3311, 3.8228], [-2.4248, 0.2188, 1.5570], [-1.1121, -1.8108, 3.4282], [-1.2818, 1.8468, 1.5644], [1.5026, 1.3053, 2.5845], [0.7015, -0.4483, 3.9735], [0.2798, 2.5615, 1.1470], [0.6936, 1.1855, -0.6309], [0.0267, -1.0173, -1.1034], [-1.0256, 1.4885, -0.7053], [-2.8808, -1.4518, 1.8733], [-1.4590, -2.3271, 0.2809], [-2.0630, 3.7921, -2.2860], [-2.4939, 3.2015, -5.2328], [-3.1411, 5.0438, -3.2067], [-2.8795, 4.9728, -4.7145], [-2.8996, 6.0488, -2.8209], [-4.1982, 4.8149, -2.9763], [-3.7605, 5.3134, -5.2854], [-2.0063, 5.5900, -4.9961], [-2.0899, 3.6088, -6.9819], [-2.0192, 2.6666, -7.5354], [-1.1204, 4.1177, -7.0128], [-2.8655, 4.2479, -7.4202], [-4.2512, 2.7026, -5.5259], [-4.7680, 3.4693, -6.1164], [-4.7706, 2.5469, -4.5738], [-4.2348, 1.7564, -6.0788], [-0.9893, 5.0240, -1.4354], [-0.3752, 4.5078, -0.6856], [-1.6039, 5.7990, -0.9562], [-0.3257, 5.4860, -2.1795], [-3.2584, 3.4083, -0.9386], [-4.0833, 2.8146, -1.3586], [-3.6563, 4.3356, -0.5020], [-2.7546, 2.8115, -0.1646], [4.4324, 0.0270, 5.0696], [3.8004, -0.3406, 3.7222], [3.3229, -0.6122, 2.6788], [3.5512, 0.2306, 5.8876], [5.1057, 1.0348, 4.9006], [5.1444, -0.8997, 5.4277]]
}